Molecular formula: C39H58ClN4O3ReS
Method: DFT, wB97M-V/def2-TZVPD

## Properties
charge: +1
spin multiplicity: 4
molecular weight: 884.645 g mol⁻¹
LUMO energy (spin up / spin down): -3.3 / -4.0 eV
HOMO-LUMO gap (spin up / spin down): 0.2617 / 0.2451 Eh
energy: -2902.08639 Ha
<S²>: 3.779
F_max: 0.0376 Eh/bohr
energy relative to the best compared isomer or geometry (same formula, charge and spin): 2.524 eV

The geometry in XYZ format:
```
107
Properties=species:S:1:pos:R:3:lowdin_spin:R:1
Re 1.33 -0.28 -0.87 2.29
C 4.05 1.74 -0.91 0.00
N 3.66 0.58 -0.10 0.00
C 4.71 -0.45 -0.27 0.00
C 3.58 0.96 1.33 0.00
C 2.42 0.34 2.07 0.01
N 1.13 0.60 1.41 0.10
C 0.04 -0.11 2.10 0.00
C 0.11 -1.61 2.07 0.00
C 0.32 -2.35 3.21 0.00
C 0.25 -3.75 3.18 0.00
C -0.10 -4.34 1.97 0.00
C -0.34 -3.62 0.79 0.01
C -0.16 -2.23 0.85 0.01
O -0.23 -1.47 -0.26 0.10
C -0.89 -4.32 -0.47 0.00
C 0.03 -4.18 -1.70 0.00
C -1.10 -5.82 -0.24 0.00
C -2.26 -3.71 -0.81 0.00
C 0.52 -4.55 4.45 0.00
C 1.93 -4.23 4.97 0.00
C 0.44 -6.06 4.20 0.00
C -0.52 -4.18 5.52 0.00
C 0.82 2.05 1.42 0.01
C -0.07 2.58 0.32 0.01
C -1.20 3.33 0.67 0.00
C -1.91 4.03 -0.28 0.00
C -1.40 4.01 -1.58 0.00
C -0.28 3.28 -1.99 0.00
C 0.34 2.50 -1.00 0.01
O 1.37 1.62 -1.30 0.10
C 0.29 3.48 -3.41 0.00
C 1.68 4.13 -3.27 0.00
C -0.59 4.42 -4.25 0.00
C 0.42 2.18 -4.22 0.00
C -3.15 4.87 0.04 0.00
C -2.83 6.35 -0.22 0.00
C -4.32 4.45 -0.85 0.00
C -3.58 4.72 1.50 0.00
H 5.01 2.15 -0.56 0.00
H 3.30 2.52 -0.85 0.00
H 4.16 1.45 -1.96 0.00
H 4.56 -1.26 0.44 0.00
H 4.69 -0.85 -1.28 0.00
H 5.69 -0.01 -0.08 0.00
H 3.54 2.05 1.38 0.00
H 4.49 0.66 1.84 0.00
H 2.42 0.73 3.09 0.00
H 2.56 -0.73 2.13 0.00
H -0.89 0.21 1.62 0.00
H 0.00 0.23 3.14 0.00
H 0.53 -1.84 4.14 0.00
H -0.20 -5.42 1.94 0.00
H 0.96 -4.74 -1.56 0.00
H 0.27 -3.14 -1.90 0.00
H -0.47 -4.59 -2.57 0.00
H -0.16 -6.34 -0.01 0.00
H -1.51 -6.27 -1.15 0.00
H -1.81 -6.01 0.57 0.00
H -2.17 -2.66 -1.09 0.00
H -2.94 -3.78 0.05 0.00
H -2.72 -4.25 -1.64 0.00
H 2.68 -4.42 4.20 0.00
H 2.16 -4.84 5.84 0.00
H 2.02 -3.18 5.27 0.00
H 1.17 -6.39 3.45 0.00
H -0.56 -6.36 3.86 0.00
H 0.65 -6.59 5.13 0.00
H -0.45 -3.13 5.80 0.00
H -0.37 -4.78 6.42 0.00
H -1.53 -4.37 5.15 0.00
H 1.76 2.59 1.36 0.00
H 0.37 2.31 2.38 0.00
H -1.48 3.37 1.72 0.00
H -1.92 4.61 -2.33 0.00
H 1.62 5.04 -2.68 0.00
H 2.07 4.39 -4.26 0.00
H 2.39 3.44 -2.80 0.00
H -0.64 5.42 -3.82 0.00
H -1.60 4.03 -4.36 0.00
H -0.15 4.51 -5.24 0.00
H 1.04 1.44 -3.72 0.00
H 0.88 2.40 -5.19 0.00
H -0.57 1.74 -4.41 0.00
H -2.59 6.54 -1.27 0.00
H -1.97 6.68 0.39 0.00
H -3.69 6.98 0.04 0.00
H -4.07 4.53 -1.91 0.00
H -5.18 5.09 -0.66 0.00
H -4.61 3.42 -0.64 0.00
H -2.82 5.10 2.19 0.00
H -3.79 3.68 1.75 0.00
H -4.49 5.30 1.67 0.00
Cl -4.15 0.72 -1.96 0.00
C -2.66 0.14 -2.59 0.00
C -2.61 -0.49 -3.82 0.01
C -1.38 -0.96 -4.27 0.00
C -0.27 -0.79 -3.49 0.02
N -0.34 -0.18 -2.29 0.02
C -1.52 0.28 -1.84 0.01
H -3.51 -0.61 -4.41 0.00
H -1.29 -1.45 -5.23 0.00
H 0.70 -1.14 -3.80 0.01
H -1.55 0.77 -0.88 0.00
O 3.37 -2.97 1.60 0.08
S 2.72 -3.09 0.30 0.08
N 2.31 -1.83 -0.41 0.07
```